Record 1
The following is a quantum chemistry calculation of 8 unconnected molecules or ions with the total composition C23H51N5O14S2 in a non-equilibrium geometry, from OMol25.

Properties
F_max   4.5 eV/Å
LUMO energy   0.14 eV
E_tot   -3030.3359 Ha
Total charge   0

```
95
Properties=species:S:1:pos:R:3:forces:R:3
O 0.854 -6.567 2.474 0.5 2.9 -3.1
S 1.106 -5.487 1.487 -0.6 -0.1 -0.5
O 2.105 -4.458 1.784 -1.8 -2.1 -0.5
O 1.301 -6.113 -0.038 1.4 -1.3 2.0
C 0.627 -5.430 -1.076 -0.2 1.4 0.8
C -0.635 -5.008 -0.393 -1.6 -1.2 0.1
O -0.258 -4.699 0.969 0.3 0.0 0.6
H 1.178 -4.509 -1.268 0.3 -0.2 -0.7
H 0.441 -6.100 -1.916 0.4 0.1 0.1
H -1.380 -5.804 -0.419 0.3 -0.8 0.7
H -1.282 -4.294 -0.901 0.9 1.3 0.5
O -3.904 -2.043 -0.825 0.3 1.0 -1.5
S -3.733 -1.143 -1.943 -2.9 1.6 0.9
O -2.595 -1.191 -2.789 -0.6 -0.1 0.1
O -5.170 -1.075 -2.819 1.6 -1.4 -0.7
C -6.221 -0.413 -2.117 1.2 -0.6 0.8
C -5.406 0.663 -1.377 -0.2 1.1 1.5
O -3.972 0.426 -1.454 -0.2 -1.7 -1.1
H -7.001 -0.051 -2.786 0.6 0.3 -0.4
H -6.731 -1.141 -1.486 0.3 0.1 0.4
H -5.552 0.717 -0.298 -0.7 -0.3 0.0
H -5.630 1.661 -1.754 0.4 -0.1 -0.3
C 6.727 0.121 -0.270 -0.4 1.1 1.5
N 7.026 1.581 -0.308 -0.5 -1.4 -0.2
C 6.685 2.461 -1.262 1.8 0.7 -0.3
C 6.028 2.063 -2.505 -2.4 -1.1 -0.3
O 7.042 3.625 -1.163 -0.1 0.4 0.5
H 7.174 -0.517 -1.033 0.3 0.4 0.1
H 5.661 -0.092 -0.199 -0.3 0.3 -0.7
H 6.996 -0.165 0.747 0.7 -0.4 -0.3
H 7.498 2.075 0.437 0.1 -0.6 0.2
H 5.378 2.919 -2.685 0.4 0.1 -1.0
H 5.302 1.263 -2.361 -0.1 -0.4 0.3
H 6.619 1.673 -3.334 0.4 0.8 0.1
C -0.899 -2.272 3.152 -0.8 1.9 -1.8
N 0.363 -2.319 3.806 -0.3 0.1 0.2
C 0.496 -3.100 4.891 2.6 -1.8 0.3
C 1.907 -3.276 5.450 0.4 0.9 -0.1
O -0.358 -3.816 5.343 -1.9 -0.1 0.4
H -1.775 -2.554 3.736 0.5 -0.3 0.0
H -0.857 -2.670 2.138 -0.2 -1.2 0.3
H -1.048 -1.238 2.840 -0.4 0.5 0.6
H 1.124 -1.938 3.263 0.2 -0.3 0.6
H 2.473 -4.077 4.974 -0.2 0.1 -0.7
H 1.959 -3.580 6.495 -0.6 0.4 0.1
H 2.409 -2.320 5.302 0.6 -0.1 0.2
C -1.232 2.601 4.447 0.5 0.6 1.3
N 0.217 2.693 4.281 0.5 0.0 -0.3
C 0.909 2.233 3.234 0.4 0.2 -2.8
C 2.448 2.202 3.442 -0.4 -0.7 0.3
O 0.395 1.920 2.147 0.5 -0.1 1.5
H -1.848 2.916 3.604 0.5 -0.4 -0.3
H -1.461 3.304 5.248 -0.2 0.0 0.1
H -1.475 1.616 4.844 -0.3 -0.1 -0.5
H 0.869 3.113 4.928 -1.0 0.0 0.7
H 3.049 3.072 3.179 -0.6 0.4 0.0
H 2.886 1.397 2.851 -0.3 -0.1 0.0
H 2.608 1.966 4.494 0.4 0.0 0.0
C -5.003 2.395 2.431 0.8 0.1 -1.7
N -3.832 1.916 1.645 -2.4 2.7 0.8
C -3.217 0.776 1.866 2.1 -1.8 -2.3
C -2.146 0.479 0.822 0.0 0.1 0.2
O -3.470 -0.043 2.704 -0.8 -0.5 1.9
H -4.751 3.309 2.969 0.1 -0.5 0.8
H -5.454 1.557 2.962 0.1 0.4 0.3
H -5.649 2.785 1.643 -0.7 -0.3 0.2
H -3.746 2.446 0.789 0.7 -0.5 0.1
H -2.156 1.301 0.107 0.6 -0.3 -0.2
H -2.340 -0.478 0.338 -0.3 0.1 0.1
H -1.180 0.345 1.310 -0.1 0.5 0.0
C -1.989 4.299 -7.231 0.5 0.3 1.3
N -1.322 3.402 -6.333 -0.4 -2.6 -1.7
C -1.026 3.621 -5.072 0.4 -3.1 -0.8
C -0.382 2.444 -4.403 0.4 -0.2 1.5
O -1.394 4.593 -4.525 -0.6 3.7 2.6
H -2.780 3.738 -7.729 0.5 0.3 -0.8
H -1.073 4.663 -7.696 -1.2 0.9 -1.6
H -2.474 5.054 -6.613 0.2 0.3 -0.2
H -1.156 2.481 -6.713 0.2 0.2 0.2
H -0.237 1.517 -4.957 -0.1 0.3 -0.3
H -1.024 2.237 -3.547 -0.1 -0.2 0.0
H 0.559 2.720 -3.927 0.1 0.1 -0.2
C 0.691 0.031 -0.924 -0.1 3.3 0.7
C 2.164 0.125 -1.458 -1.8 0.9 -0.6
C 2.213 -1.255 -1.991 2.4 -1.3 -0.2
O 1.544 -2.066 -1.054 1.1 -1.7 -0.2
C 0.469 -1.373 -0.515 -1.0 -0.1 -0.1
H -0.105 0.410 -1.566 0.3 -0.2 -0.6
H 0.606 0.682 -0.054 0.0 0.1 0.1
H 2.807 0.492 -0.658 0.3 -1.0 0.2
H 2.379 0.826 -2.264 -0.6 0.3 -0.1
H 3.224 -1.620 -2.167 0.5 -0.3 1.0
H 1.916 -1.415 -3.027 -1.4 0.6 -0.1
H 0.361 -1.462 0.566 0.6 -0.4 0.1
H -0.463 -1.757 -0.929 -0.2 -0.1 -0.1
```
Positions in Å, forces in eV/Å.

Now the Löwdin charges, all in e: -0.246, 0.759, -0.261, -0.215, -0.173, -0.174, -0.223, 0.116, 0.143, 0.124, 0.129, -0.230, 0.690, -0.213, -0.218, -0.156, -0.151, -0.236, 0.132, 0.126, 0.116, 0.129, -0.059, 0.025, -0.600, -0.008, 0.028, 0.084, 0.066, 0.079, 0.138, 0.095, 0.058, 0.098, -0.077, 0.020, -0.575, -0.006, 0.054, 0.105, 0.062, 0.054, 0.139, 0.077, 0.077, 0.064, -0.042, 0.003, -0.514, 0.000, 0.011, 0.077, 0.081, 0.093, 0.131, 0.080, 0.073, 0.069, -0.036, 0.009, -0.604, -0.010, 0.066, 0.076, 0.089, 0.070, 0.131, 0.080, 0.060, 0.047, -0.054, -0.033, -0.642, 0.003, 0.083, 0.090, 0.098, 0.084, 0.133, 0.078, 0.080, 0.082, -0.156, -0.126, -0.237, -0.112, -0.229, 0.105, 0.082, 0.107, 0.104, 0.116, 0.123, 0.109, 0.106

Record 2
The following is a quantum chemistry calculation of a gas-phase ion, C8H12N3O (charge +1) in a non-equilibrium geometry, from OMol25.

Properties
2S+1   3
F_max   7.2 eV/Å
LUMO energy (alpha / beta)   -4.54 / -7.51 eV
E_tot   -550.9915 Ha
Total charge   +1

```
24
Properties=species:S:1:pos:R:3:forces:R:3
C -0.829 -2.078 0.382 1.6 0.2 0.6
C 0.283 -1.201 0.128 -1.2 -3.4 0.6
C -0.096 0.127 0.044 -5.1 -0.1 -1.2
C 1.709 -1.719 0.198 0.2 1.8 1.8
C 0.826 1.157 -0.171 2.7 -0.4 -1.1
C 2.672 -0.676 -0.383 -2.0 0.0 -3.5
C 2.324 0.670 0.164 -2.2 1.1 -1.9
C -3.334 1.787 -0.135 -3.5 3.3 -0.2
N -1.537 0.424 -0.071 5.6 -4.5 0.5
N -1.993 1.546 -0.150 0.9 4.5 -0.7
N -2.091 -1.786 0.307 -1.2 -0.9 0.3
O -2.518 -0.591 -0.071 0.5 -0.4 -0.1
H -0.755 -3.081 0.829 0.5 0.3 -0.6
H 1.966 -1.609 1.296 -0.3 -1.1 -0.7
H 1.721 -2.741 -0.156 0.4 -0.1 0.0
H 0.900 1.251 -1.273 -0.5 0.4 0.1
H 0.394 2.015 0.252 0.3 1.8 0.5
H 3.740 -0.727 -0.280 0.4 -1.1 0.3
H 2.447 -0.639 -1.555 0.7 0.0 2.2
H 2.983 1.339 -0.335 0.4 1.0 0.0
H 2.422 0.758 1.181 0.7 0.0 2.6
H -4.069 1.092 -0.560 0.7 -0.1 -0.4
H -3.641 1.788 0.931 0.0 0.4 -0.1
H -3.525 2.893 -0.569 0.4 -2.6 1.1
```
Positions in Å, forces in eV/Å.

Now the natural (NBO) charges, all in e: 0.027, -0.056, 0.383, -0.432, -0.513, -0.393, -0.368, -0.501, 0.106, -0.106, -0.004, -0.134, 0.256, 0.243, 0.258, 0.292, 0.278, 0.258, 0.199, 0.239, 0.213, 0.243, 0.257, 0.256

Q: Which ΔE to the lowest compared entry with this formula, charge and spin values were calculated for the entries above? A: 319.9, 226.0, in kJ/mol.